# 1
Entry from OMol25: a 2-piece molecular cluster, C4H6O2 overall (wB97M-V/def2-TZVPD).

Output
HOMO-LUMO gap in eV: 10.65
Relative energy (zero: lowest compared OMol25 entry of this formula, charge and spin) in kJ/mol: 489.7
F_max in eV/Å: 0.7

The geometry in ORCA input format:
```
! RIJCOSX wB97M-V def2-TZVPD def2/J DEFGRID3
* xyz 0 1
O -0.0870 -1.4149 -2.1784
C -0.5236 -0.2007 0.2384
C 0.2934 -0.0546 1.4412
C 0.9007 0.3621 0.1397
O 0.5045 1.7425 0.2067
C -0.5378 1.1043 0.9730
H -0.7994 -0.8271 -2.4575
H -1.2360 -0.9388 -0.1073
H 0.5355 -0.6899 2.2772
H 1.8574 0.0818 -0.2974
H 0.4518 -0.8189 -1.6437
H -1.3595 1.6541 1.4082
*
```

Atomic partial charges in e from the Löwdin method, atoms 1 to 6: number 1, O, carries -0.072; number 2, C, carries -0.080; number 3, C, carries -0.057; number 4, C, carries -0.196; number 5, O, carries -0.027; number 6, C, carries -0.177

=====

# 2
Entry from OMol25: a 7-piece molecular cluster, C45H100N4O7 overall (wB97M-V/def2-TZVPD).

Output
HOMO-LUMO gap (spin up / spin down) in eV: 1.54 / 8.35
Relative energy (zero: lowest compared OMol25 entry of this formula, charge and spin) in kJ/mol: 0.0
F_max in eV/Å: 5.8

The geometry in ORCA input format:
```
! RIJCOSX wB97M-V def2-TZVPD def2/J DEFGRID3
* xyz -1 2
C 0.0048 8.0572 -0.9591
C -0.5600 7.1848 0.1329
C -1.3391 5.9795 -0.3976
C -0.5610 4.8382 -1.0340
C 0.5432 4.3910 -0.0557
C 1.3823 5.5553 0.5617
N 0.4579 6.5885 1.0525
O 1.0514 7.5261 1.9070
C 2.1702 4.9507 1.8047
C 2.4625 5.9477 -0.5163
C -1.5290 7.9163 1.0614
H 0.9657 8.4592 -0.6378
H -0.5829 8.9475 -1.1828
H 0.2373 7.5759 -1.9090
H -1.9236 5.5161 0.3972
H -2.0086 6.3564 -1.1708
H -0.0083 5.2021 -1.9002
H -1.1803 4.0440 -1.4508
H 1.2482 3.7088 -0.5309
H -0.0458 3.8307 0.6703
H 1.5302 4.3268 2.4287
H 2.9467 4.2472 1.5044
H 2.5981 5.7179 2.4501
H 1.9305 6.2799 -1.4078
H 3.2398 6.6863 -0.3205
H 2.9570 5.1021 -0.9943
H -1.9426 7.2807 1.8445
H -2.4122 8.2826 0.5381
H -1.1394 8.6745 1.7407
H 0.6090 7.4810 2.7577
C 3.3035 -2.4673 2.9529
C 2.2009 -3.2967 2.2868
C 2.6789 -4.7724 2.2365
C 1.5522 -5.8012 1.9178
C 0.4142 -5.5818 2.9803
C -0.0708 -4.1969 3.1973
N 1.0160 -3.1891 3.1570
O 0.5817 -1.8136 3.2941
C -1.1350 -3.9665 2.0776
C -0.8556 -4.2378 4.4636
C 1.9958 -2.7745 0.9155
H 2.9113 -1.5293 3.3457
H 4.0140 -2.2121 2.1666
H 3.8139 -2.8525 3.8356
H 3.4535 -4.8342 1.4721
H 3.0176 -4.9563 3.2560
H 1.9435 -6.8063 2.0750
H 1.1397 -5.8207 0.9090
H 0.8193 -5.9499 3.9229
H -0.3129 -6.3057 2.6125
H -2.1012 -4.4608 2.1788
H -1.5030 -2.9413 2.0372
H -0.7710 -4.1036 1.0594
H -0.1837 -4.3601 5.3132
H -1.3241 -3.2558 4.5284
H -1.5635 -5.0646 4.5223
H 1.9461 -1.6876 0.8503
H 1.1248 -3.2220 0.4368
H 2.7671 -3.0103 0.1824
H 0.2302 -1.5300 2.4469
C 6.2131 1.3529 0.2093
C 5.7449 0.2692 -0.8200
C 6.4637 0.6234 -2.1331
C 6.3705 -0.5305 -3.1906
C 7.0743 -1.8050 -2.6545
C 6.3616 -2.2287 -1.3465
N 6.2145 -1.0744 -0.4070
O 5.7184 -1.4322 0.7383
C 5.0682 -2.9277 -1.7256
C 7.3801 -3.3078 -0.7306
C 4.2602 0.4086 -1.0744
H 6.3020 2.3450 -0.2335
H 7.1463 0.9704 0.6226
H 5.5736 1.4430 1.0874
H 6.0491 1.5524 -2.5244
H 7.4895 0.8743 -1.8632
H 6.7611 -0.0587 -4.0922
H 5.3173 -0.7389 -3.3788
H 8.1541 -1.6577 -2.6299
H 7.0405 -2.4573 -3.5271
H 4.3298 -2.2186 -2.1000
H 5.2036 -3.5589 -2.6039
H 4.5575 -3.5858 -1.0227
H 8.2997 -2.7495 -0.5555
H 7.0878 -3.7646 0.2149
H 7.5674 -4.0973 -1.4583
H 3.6939 1.0167 -0.3690
H 3.7024 -0.5064 -1.2735
H 4.0326 0.9397 -1.9987
H 6.4677 -1.7117 1.2695
C -6.0151 -2.4102 -5.2871
C -4.5484 -1.8900 -5.3541
C -4.3621 -0.4169 -4.8339
C -4.4619 -0.3340 -3.3261
C -3.3771 -1.2829 -2.6962
C -3.4725 -2.7778 -3.1331
N -3.5201 -2.6877 -4.5951
O -3.2464 -3.9069 -5.2310
C -2.1083 -3.4027 -2.6260
C -4.6395 -3.5197 -2.4775
C -4.1350 -1.8595 -6.8620
H -6.3401 -2.2572 -4.2580
H -6.0837 -3.4673 -5.5438
H -6.7321 -1.8966 -5.9276
H -3.3587 -0.0227 -4.9945
H -5.1665 0.1891 -5.2508
H -5.4426 -0.6509 -2.9714
H -4.3742 0.6625 -2.8932
H -3.7559 -1.0937 -1.6918
H -2.3411 -0.9473 -2.7443
H -1.1966 -2.9993 -3.0667
H -1.9814 -3.3023 -1.5481
H -2.0573 -4.4657 -2.8617
H -5.2164 -4.0459 -3.2381
H -4.3820 -4.4615 -1.9931
H -5.2793 -2.8566 -1.8952
H -4.2553 -2.7899 -7.4169
H -3.0731 -1.6272 -6.9430
H -4.6071 -1.0507 -7.4197
H -2.5763 -3.6573 -5.8715
C 0.0896 0.7747 -0.5668
C -0.8594 0.8011 0.5915
C -2.3204 0.8992 0.1694
O -0.7077 -0.4109 1.2636
H -0.1174 1.4918 -1.3613
H 0.3025 -0.1975 -1.0113
H 1.0958 1.0717 -0.2711
H -0.5420 1.6006 1.2609
H -2.3978 1.7814 -0.4659
H -2.8672 0.8788 1.1122
H -2.7766 0.2337 -0.5634
H -1.2167 -0.9811 0.6828
C -3.7860 -0.9917 3.8701
C -4.7946 -1.3738 2.7389
C -4.1934 -2.2555 1.6313
O -5.9138 -2.0715 3.3223
H -4.0953 -0.1095 4.4306
H -2.8732 -0.5102 3.5195
H -3.5026 -1.8374 4.4967
H -5.1961 -0.4977 2.2296
H -3.2720 -1.8467 1.2167
H -4.9956 -2.3254 0.8967
H -3.9533 -3.2495 2.0087
H -6.1169 -1.6331 4.1519
C -1.6129 2.8302 4.1373
C -3.1269 3.1250 4.1508
C -3.9934 2.9322 2.9146
O -3.6978 2.2565 5.0861
H -1.3503 1.8644 3.7056
H -1.0621 3.0130 5.0600
H -1.2303 3.5838 3.4490
H -3.1972 4.1721 4.4450
H -4.8197 3.6383 2.9965
H -4.5489 1.9948 2.8865
H -3.5207 3.0322 1.9376
H -4.5748 2.5071 5.3856
*
```

Atomic partial charges in e from the Löwdin method, atoms 1 to 6: number 1, C, carries -0.046; number 2, C, carries -0.495; number 3, C, carries -0.168; number 4, C, carries -0.223; number 5, C, carries -0.144; number 6, C, carries -0.435

=====

# 3
Entry from OMol25: a 2-piece molecular cluster, C6H12NOS overall (wB97M-V/def2-TZVPD).

Output
HOMO-LUMO gap in eV: 8.94
Relative energy (zero: lowest compared OMol25 entry of this formula, charge and spin) in kJ/mol: 368.1
F_max in eV/Å: 6.2

The geometry in ORCA input format:
```
! RIJCOSX wB97M-V def2-TZVPD def2/J DEFGRID3
* xyz 1 1
C 1.5582 0.2101 0.8020
C -0.8171 -0.1155 1.5514
C 1.8237 -1.0270 -0.0806
C -2.1345 -0.4946 0.9277
C -0.1506 -0.2928 -0.8143
C -0.2791 1.2941 -2.4087
N 0.1074 0.4720 0.5472
O 0.9563 -0.8205 -1.1585
S -1.5759 -1.2362 -0.7187
H 1.8165 0.0869 1.8430
H 2.0648 1.0248 0.1969
H -0.9124 0.3359 2.5074
H -0.3960 -1.0318 1.8375
H 2.9148 -1.2803 -0.1466
H 1.3622 -2.0501 0.4893
H -2.6811 -1.1656 1.5668
H -2.7802 0.3676 0.7099
H -1.0793 1.9824 -2.4153
H -0.4241 0.5473 -3.1904
H 0.8004 1.7019 -2.4059
H -0.1740 1.4913 0.3597
*
```

Atomic partial charges in e from the Löwdin method, atoms 1 to 6: number 1, C, carries -0.055; number 2, C, carries -0.199; number 3, C, carries -0.126; number 4, C, carries -0.323; number 5, C, carries -0.707; number 6, C, carries 0.084

=====

# 4
Entry from OMol25: the molecule C13H14Si (wB97M-V/def2-TZVPD).

Output
HOMO-LUMO gap (spin up / spin down) in eV: 7.64 / 7.37
F_max in eV/Å: 5.7

The geometry in ORCA input format:
```
! RIJCOSX wB97M-V def2-TZVPD def2/J DEFGRID3
* xyz 0 3
C -3.3802 1.2490 0.1322
C -3.5186 -0.0840 -0.2683
C -2.1221 1.7146 0.2602
C -2.4246 -0.8982 -0.3626
C -0.9697 0.9904 0.0112
C -1.1233 -0.3416 -0.2719
C 1.2214 2.4150 0.0547
C 3.0434 0.6851 -0.1478
C 0.3705 1.4654 -0.0402
C 2.2338 -0.3652 -0.1084
C 2.6931 2.1545 0.0211
C 0.7240 -2.4589 -1.6387
C 0.5228 -1.9581 1.6087
Si 0.6003 -1.1813 -0.1697
H -4.2147 1.8162 0.4849
H -4.4286 -0.5311 -0.2731
H -2.0313 2.7164 0.4756
H -2.4431 -1.9411 -0.5645
H 0.9836 3.4698 0.0731
H 4.1095 0.4470 0.1301
H 3.1344 2.6175 -0.8362
H 3.1187 2.6996 0.9021
H 0.3084 -2.2161 -2.5071
H 1.7369 -2.8602 -1.7072
H 0.0924 -3.3556 -1.3433
H 1.5806 -2.1285 2.0484
H 0.1340 -1.2632 2.2912
H 0.0483 -2.8572 1.7453
*
```

Atomic partial charges in e from the Löwdin method, atoms 1 to 6: number 1, C, carries -0.061; number 2, C, carries -0.071; number 3, C, carries -0.045; number 4, C, carries -0.054; number 5, C, carries -0.263; number 6, C, carries -0.183